Molecular formula: C14H15MoN4O4S2
Method: DFT, ωB97M-V/def2-TZVPD

Each line ends with the Löwdin charge.
Positions of all 40 atoms, in Å:
Mo -1.7838 0.4129 -1.2692  1.871
C 5.4866 2.1290 1.8607  0.005
C 4.1458 1.5642 1.5545  -0.172
C 3.7512 1.3153 0.2245  0.031
C 2.5191 0.7923 -0.0599  -0.019
C 1.6394 0.5020 1.0127  -0.345
C 2.0189 0.7373 2.3603  0.001
C 3.2544 1.2679 2.6070  0.026
S 0.1523 -0.1571 0.7114  0.764
O -0.5140 -0.8324 1.7554  -0.191
O 0.0477 -0.6715 -0.6794  -0.393
N -1.0227 1.2143 0.2604  -0.229
C -0.5793 2.5324 0.2108  -0.064
C 0.0839 2.5817 -1.3503  -0.458
O 0.9836 3.2771 -1.5801  0.291
O -0.5766 1.6794 -2.1060  -0.168
H 6.1313 2.1570 0.9865  0.100
H 5.9699 1.5507 2.6499  0.115
H 5.3692 3.1483 2.2410  0.121
H 4.4448 1.5236 -0.5791  0.144
H 2.2355 0.5691 -1.0802  0.130
H 1.3479 0.4801 3.1708  0.137
H 3.5670 1.4470 3.6277  0.147
H 0.1991 2.7885 0.9267  0.143
H -1.3691 3.2829 0.1358  0.150
S -5.5655 2.8687 -1.8955  1.203
C -4.3156 2.0689 -1.6826  -0.690
N -3.2661 1.3836 -1.5115  -0.160
C -3.1362 -4.9554 -0.2757  0.067
N -2.8897 -3.6145 -0.8557  -0.057
C -2.7414 -3.3406 -2.1999  0.029
C -2.5484 -2.0043 -2.2987  -0.105
N -2.5869 -1.4621 -1.0094  -0.159
C -2.7723 -2.4868 -0.1672  -0.066
H -3.3714 -5.6330 -1.0903  0.112
H -3.9805 -4.8936 0.4049  0.116
H -2.2387 -5.2880 0.2390  0.117
H -2.8096 -4.1093 -2.9517  0.159
H -2.4623 -1.4112 -3.2056  0.129
H -2.8175 -2.4145 0.9081  0.168

* E_HOMO (alpha / beta): -18.494 / -18.486 eV
* energy above the lowest of the compared OMol25 structures with the same formula, charge and spin: 111.7 kJ/mol
* net charge: +3